## w
The following is a quantum chemistry calculation of a 3-piece molecular cluster, CH8O2S2 overall, from the Open Molecules 2025 dataset.

Geometry as ORCA input:
```
! wB97M-V def2-TZVPD RIJCOSX def2/J DEFGRID3
* xyz 0 1
C -0.4315 2.5083 1.8544
S -0.9389 2.2228 0.1596
S -2.5908 3.4930 0.2520
H -0.5129 3.6170 2.0611
H 0.6549 2.4968 1.9597
H -0.7378 2.1267 2.8389
H -3.4121 2.5059 -0.1887
H 0.3195 -4.5823 -2.6803
H 0.9279 -3.8657 -1.5847
O 1.1515 -4.5192 -2.2643
H 1.4823 -2.5466 -1.2275
H 2.4621 -1.4797 -0.6839
O 1.6259 -1.9771 -0.4961
*
```

Structure (SMILES): CSS.O.O
Orbital gap, eV: 9.08
E_HOMO, Ha: -0.3195
Molecular weight, g mol⁻¹: 116.21

Electronic structure analysis, Mulliken charges in units of e: -0.86 -0.03 -0.21 0.28 0.30 0.36 0.17 0.32 0.29 -0.61 0.30 0.32 -0.62

## x
The following is a quantum chemistry calculation of a 4-piece molecular cluster, CH8O2S2 overall, from the Open Molecules 2025 dataset.

Geometry as ORCA input:
```
! wB97M-V def2-TZVPD RIJCOSX def2/J DEFGRID3
* xyz 0 1
C 1.2824 0.0352 -0.6773
S 1.4226 -1.4719 -1.5990
S 0.6974 2.3406 0.8685
H 2.1929 0.6274 -0.7400
H 0.4409 0.6380 -1.0611
H 1.0743 -0.1989 0.3895
H 0.9975 3.3388 1.7043
H -1.0549 1.2677 1.3911
H -2.5285 1.5474 1.6027
O -1.8656 0.8633 1.7524
H -1.2765 -3.6721 -1.4243
H -0.2252 -2.5193 -1.1777
O -1.1575 -2.7961 -1.0291
*
```

Orbital gap, eV: 3.81
E_HOMO, Ha: -0.3305
Molecular weight, g mol⁻¹: 116.21

Electronic structure analysis, Mulliken charges in units of e: -0.78 -0.11 -0.39 0.42 0.34 0.33 0.15 0.33 0.30 -0.59 0.30 0.29 -0.59

Quick look at relative energies in hartree: w 0.0000; x 0.1558.

## w
The following is a quantum chemistry calculation of a 2-piece molecular cluster, C4H11NO overall, from the Open Molecules 2025 dataset.

Geometry as ORCA input:
```
! wB97M-V def2-TZVPD RIJCOSX def2/J DEFGRID3
* xyz 1 2
C -0.8033 1.7836 0.8954
C 0.0348 0.7502 0.5642
N 0.7697 0.7083 -0.5215
C 1.2825 -0.5478 -1.0424
C 2.0666 -1.3534 -0.0112
H -1.6036 1.6120 1.6072
H -0.9223 2.6803 0.3177
H 0.1592 -0.1620 1.1430
H 0.4808 1.3230 -1.2771
H 0.5272 -1.1228 -1.5643
H 2.0290 -0.3100 -1.7984
H 2.8946 -1.9107 -0.4398
H 2.4295 -0.8306 0.8531
H 1.4838 -2.1973 0.3819
H -2.0324 -0.4414 0.2398
H -2.8647 -1.7661 0.2307
O -2.9116 -0.8040 0.1463
*
```

<S²>: 0.770
Orbital gap (alpha / beta), eV: 11.10 / 7.61
E_HOMO (alpha / beta), Ha: -0.5595 / -0.5594
Molecular weight, g mol⁻¹: 89.14

Electronic structure analysis, Mulliken charges in units of e: -0.71 -0.04 -0.08 -0.23 -1.25 0.33 0.32 0.57 0.30 0.30 0.34 0.33 0.39 0.39 0.31 0.33 -0.62

## x
The following is a quantum chemistry calculation of a 2-piece molecular cluster, C4H11NO overall, from the Open Molecules 2025 dataset.

Geometry as ORCA input:
```
! wB97M-V def2-TZVPD RIJCOSX def2/J DEFGRID3
* xyz 1 2
C 0.0135 1.9645 -1.0375
C -0.7444 2.0039 0.2498
O -1.7443 2.6732 0.5061
N -0.3703 1.1240 1.2479
H 1.0690 1.7377 -0.8958
H -0.1573 2.8929 -1.5787
H -0.7643 1.1989 2.1957
H 0.4037 0.4452 1.1488
H -0.4765 1.1728 -1.6093
C -0.2288 -1.9585 -0.5623
C 0.8999 -1.8188 0.4549
H -1.0380 -2.5589 -0.1419
H -0.6950 -1.0204 -0.8406
H 0.1064 -2.5284 -1.4280
H 0.5877 -1.8593 1.5119
H 1.4683 -0.8784 0.3887
H 1.6704 -2.5903 0.3906
*
```

<S²>: 0.755
Orbital gap (alpha / beta), eV: 10.99 / 6.05
E_HOMO (alpha / beta), Ha: -0.5694 / -0.5694
Molecular weight, g mol⁻¹: 89.14

Electronic structure analysis, Mulliken charges in units of e: -0.90 0.88 -0.14 -0.25 0.35 0.36 0.26 0.09 0.29 -0.55 -1.04 0.28 0.07 0.30 0.34 0.29 0.36

## y
The following is a quantum chemistry calculation of a 2-piece molecular cluster, C4H11NO overall, from the Open Molecules 2025 dataset.

Geometry as ORCA input:
```
! wB97M-V def2-TZVPD RIJCOSX def2/J DEFGRID3
* xyz 1 2
C 0.6406 1.9485 1.1353
C 2.0707 1.8046 0.6673
H -0.0884 1.2964 0.6714
H 0.5386 1.7374 2.1984
H 0.1873 2.9404 1.0787
H 2.2108 2.3147 -0.2820
H 2.7313 2.2469 1.4110
H 2.3420 0.7564 0.5374
C -2.1420 -0.7342 -0.5990
C -0.7193 -1.0558 -0.3793
O -0.2493 -1.3703 0.7137
N 0.1329 -1.1212 -1.4559
H -2.7097 -1.4257 0.0170
H -2.5671 -0.7176 -1.5930
H 1.1299 -1.2850 -1.2488
H -0.1782 -0.9380 -2.4066
H -2.3333 0.1966 -0.0712
*
```

<S²>: 0.788
Orbital gap (alpha / beta), eV: 10.68 / 5.06
E_HOMO (alpha / beta), Ha: -0.5550 / -0.5549
Molecular weight, g mol⁻¹: 89.14

Electronic structure analysis, Mulliken charges in units of e: -0.41 -0.83 -0.22 0.30 0.36 0.27 0.32 0.24 -0.84 0.55 -0.27 -0.12 0.32 0.42 0.33 0.29 0.27

Quick look at relative energies in hartree: w 0.0000; x 0.0131; y 0.0282.

## w
The following is a quantum chemistry calculation of a 2-piece molecular cluster, C4H11NO overall, from the Open Molecules 2025 dataset.

Geometry as ORCA input:
```
! wB97M-V def2-TZVPD RIJCOSX def2/J DEFGRID3
* xyz 1 2
C 1.7533 0.8389 -0.7239
N 0.7570 -0.0331 -0.1448
C 1.3367 -1.0834 0.6982
H 2.4663 1.2266 0.0140
H 2.4057 0.3345 -1.4575
H 1.3676 1.7446 -1.1964
H 0.1489 -0.3150 -0.9219
H 1.9430 -1.7648 0.0929
H 0.5506 -1.5791 1.2637
H 1.9841 -0.5660 1.4059
O -1.6617 -1.6051 -0.2207
C -1.9110 -0.6270 0.4095
C -2.2135 0.7845 -0.0869
H -2.0793 -0.6497 1.5121
H -1.8003 1.5318 0.5881
H -3.3010 0.8276 -0.1666
H -1.7464 0.9346 -1.0657
*
```

<S²>: 0.754
Orbital gap (alpha / beta), eV: 10.84 / 5.45
E_HOMO (alpha / beta), Ha: -0.5142 / -0.5133
Molecular weight, g mol⁻¹: 89.14

Electronic structure analysis, Mulliken charges in units of e: -0.84 0.05 -0.80 0.35 0.39 0.33 0.39 0.37 0.31 0.38 -0.45 0.11 -0.91 0.36 0.33 0.35 0.27

## x
The following is a quantum chemistry calculation of an isolated ion of composition C4H11NO and charge +1, from the Open Molecules 2025 dataset.

Geometry as ORCA input:
```
! wB97M-V def2-TZVPD RIJCOSX def2/J DEFGRID3
* xyz 1 2
C 0.9694 -0.8004 -0.7524
C 0.6124 -0.1280 0.5035
C -0.6773 0.6730 0.3441
C -0.7755 1.2519 -1.1028
O -1.7183 -0.3378 0.7053
N 0.2566 -1.0187 1.6227
H 0.0162 -0.9141 -1.1145
H 1.4528 0.0283 -1.4240
H 1.5821 -1.6611 -0.5215
H 1.5126 0.6038 0.5587
H -0.6778 1.4633 1.0614
H -1.3863 2.1287 -1.2761
H 0.2570 1.5520 -1.5022
H -1.0226 0.5325 -1.8859
H -1.2729 -0.2752 1.6784
H -0.2671 -1.7197 1.1028
H 1.1388 -1.3783 2.0024
*
```

<S²>: 0.757
Orbital gap (alpha / beta), eV: 13.18 / 6.22
E_HOMO (alpha / beta), Ha: -0.6031 / -0.5812
Molecular weight, g mol⁻¹: 89.14

Electronic structure analysis, Mulliken charges in units of e: -1.12 0.23 0.08 -1.28 -0.34 -0.60 0.33 0.30 0.36 0.35 0.39 0.35 0.31 0.42 0.53 0.36 0.32

Quick look at relative energies in hartree: w 0.0000; x 0.0851.